{"formula": "C26H58BBr2N2O12PS3", "method": "ωB97M-V with the def2-TZVPD basis set", "lumo_energy_ev": 0.0, "fmax_ev_per_a": 9.73, "smiles": "C#CCCCP(CC(=O)N(C)C)(C[C@H](C)O)(B(O)N(C)C)[C@H](Br)[C@@H](C)Br.CCOS(C)(=O)=O.CCOS(C)(=O)=O.CCOS(C)(=O)=O", "charge": 0, "energy_ev": -237995.441, "orbital_gap_ev": 8.6, "species": ["C", "H", "H", "C", "H", "H", "C", "H", "S", "H", "H", "C", "O", "H", "H", "H", "H", "C", "H", "H", "H", "H", "S", "H", "H", "C", "C", "O", "H", "H", "C", "C", "H", "H", "N", "C", "O", "H", "H", "H", "C", "O", "B", "C", "H", "C", "H", "C", "C", "H", "C", "H", "O", "H", "H", "C", "H", "H", "O", "H", "H", "H", "C", "H", "C", "C", "Br", "H", "Br", "H", "H", "C", "O", "C", "H", "H", "H", "H", "H", "H", "C", "N", "H", "H", "C", "O", "P", "S", "C", "H", "H", "O", "H", "O", "H", "H", "C", "H", "H", "H", "H", "O", "H", "H", "O"], "positions_angstrom": [[0.33, 3.20, 3.50], [-1.91, 0.66, 4.46], [0.69, 10.58, -0.23], [0.73, 4.88, -1.15], [2.87, -2.61, -2.93], [-1.68, -1.90, 0.27], [-1.62, 2.37, 0.14], [1.76, -1.62, 4.00], [2.07, -0.52, -3.67], [0.29, -2.46, 1.22], [0.75, 0.97, 3.01], [0.92, 1.70, -5.79], [6.68, -4.65, -2.22], [-1.54, -2.39, 2.95], [1.89, 9.28, -0.14], [-0.98, 0.23, -0.26], [1.11, 9.63, -1.68], [8.40, -3.57, -4.72], [-5.06, -4.75, 3.19], [9.17, -4.29, -4.44], [-3.13, 3.19, -1.35], [7.57, -4.67, -6.35], [1.18, 6.33, -0.23], [-0.28, 8.47, 0.81], [4.65, -7.00, -3.90], [1.56, -2.38, 3.11], [-0.16, 8.59, -0.27], [6.76, -5.35, -4.62], [0.17, 1.52, -3.76], [0.13, 2.21, -0.95], [0.94, 9.58, -0.60], [-1.06, 0.95, 0.69], [8.84, -2.82, -5.39], [-0.70, -1.09, 4.01], [-3.76, -3.42, 2.04], [-1.58, 1.20, 3.45], [4.70, -4.22, -3.74], [-6.61, -0.22, 3.39], [1.52, 3.25, 3.52], [-5.54, -4.63, 1.32], [-3.78, -2.25, 1.07], [-4.96, -2.15, 0.39], [-3.89, 0.29, 2.53], [1.96, -2.28, -3.43], [-3.57, -5.56, 1.31], [-0.01, 1.58, 3.65], [-0.88, 0.85, -5.01], [0.16, 0.96, -4.70], [1.12, -3.87, 3.63], [0.87, -6.33, 4.36], [0.95, -5.24, 3.91], [-3.46, 1.37, -1.02], [2.50, 6.74, -0.66], [-3.91, 2.76, 0.31], [-1.45, 3.30, 0.88], [5.25, -6.69, -3.05], [6.12, -7.34, -2.92], [1.09, -2.50, -2.81], [1.92, 0.12, -2.38], [-5.98, -3.25, 2.52], [-1.11, 8.97, -0.66], [-2.41, -4.32, 0.48], [0.43, -1.68, 2.09], [-4.44, -1.29, 5.62], [-0.99, -1.36, 2.91], [7.23, -4.26, -5.40], [0.49, 1.15, 5.59], [-0.29, 4.58, -0.88], [-2.66, 2.93, 3.50], [0.80, 5.10, -2.22], [4.65, -6.69, -2.14], [-3.13, 2.36, -0.49], [-4.97, 0.75, 1.58], [-2.56, -1.24, 0.69], [-4.78, 0.43, 0.65], [1.43, 4.08, -0.89], [0.01, 3.65, 2.47], [1.95, 1.91, -5.48], [2.60, -2.43, 2.52], [-6.12, 1.62, 3.75], [-4.38, -1.32, 4.43], [-4.43, 0.11, 3.97], [-2.16, -4.85, 2.33], [-2.97, -0.60, -0.23], [-5.91, 0.49, 4.02], [3.18, -0.24, -4.54], [-2.04, 0.03, 2.03], [5.82, -5.03, -3.32], [-5.14, -4.02, 2.26], [8.08, -3.06, -3.81], [0.09, 1.14, 0.95], [0.08, 7.33, -0.89], [0.95, -0.73, 1.66], [0.68, -0.35, -4.51], [-3.40, -1.91, 4.18], [1.88, -2.76, -4.41], [-2.93, -4.59, 1.49], [-6.24, 0.37, 5.16], [-0.02, 3.83, 4.43], [-5.36, -1.86, 4.08], [0.98, 1.10, -6.70], [0.85, 6.11, 1.16], [0.43, 2.65, -6.02], [6.43, -3.55, -5.62], [-0.73, 2.71, -1.03]], "mulliken_charge": [-0.917, 0.814, 0.390, -0.830, 0.339, 0.376, 1.074, 0.245, 1.200, 0.243, 0.193, -1.093, -0.612, 0.374, 0.292, 0.412, 0.260, -0.987, 0.339, 0.265, 0.428, 0.268, 1.219, 0.317, 0.311, -0.326, -0.336, -0.292, -0.079, 0.265, -0.991, -1.513, 0.384, 0.583, 0.288, -1.153, -0.521, 0.226, 0.383, 0.342, -0.028, -0.681, 0.567, -0.936, 0.379, 0.188, 0.286, 0.152, -0.160, 0.335, -0.491, 0.185, -0.627, 0.156, -0.220, -0.964, 0.346, 0.350, -0.573, 0.275, 0.277, 0.257, -0.317, 0.281, -0.935, -0.278, -0.155, 0.206, -0.169, 0.390, 0.364, -1.148, -0.748, -0.698, 0.345, 0.367, 0.043, 0.290, 0.398, 0.213, -0.624, -0.104, 0.228, 0.126, -0.908, -0.613, 1.531, 1.149, -0.990, 0.292, 0.370, -0.269, 0.063, -0.318, 0.159, 0.327, -0.744, 0.302, 0.350, 0.219, 0.283, -0.614, 0.406, 0.285, -0.608]}